C29H61F2FeN5O21S2 as an isolated structure in a non-equilibrium geometry. Source: the OMol25 dataset; level of theory: the ωB97M-V functional and the def2-TZVPD basis.

Atoms and positions in Å:
Fe1 -20.82 21.84 -7.41
N1 -20.33 20.46 -8.59
S1 -21.04 19.03 -8.99
O1 -20.37 17.90 -8.36
O2 -21.63 18.87 -10.29
F1 -22.32 19.22 -8.10
S2 -19.28 20.22 -10.01
O3 -19.86 20.52 -11.26
O4 -18.18 19.25 -9.91
F2 -18.33 21.49 -9.68
C1 -23.86 17.31 -5.49
C2 -23.81 15.77 -5.27
O5 -22.86 15.18 -4.68
N2 -25.01 15.01 -5.81
H1 -25.79 15.66 -5.81
H2 -24.78 14.82 -6.78
C3 -25.40 13.80 -5.07
H3 -24.56 17.79 -6.17
H4 -22.97 17.74 -5.95
H5 -23.97 17.66 -4.46
H6 -25.41 13.93 -3.98
H7 -24.72 13.04 -5.44
H8 -26.43 13.58 -5.37
C4 -23.15 20.32 -12.87
C5 -24.07 21.16 -13.64
O6 -23.99 21.30 -14.87
N3 -25.12 21.85 -12.84
H9 -24.78 21.96 -11.90
H10 -25.33 22.79 -13.13
C6 -26.39 20.88 -12.68
H11 -22.17 20.16 -13.34
H12 -23.55 19.31 -12.79
H13 -23.02 20.54 -11.81
H14 -27.34 21.37 -12.47
H15 -26.19 20.21 -11.84
H16 -26.49 20.30 -13.60
C7 -21.28 23.45 -13.21
C8 -20.49 24.56 -12.47
C9 -21.34 25.42 -11.52
C10 -22.40 26.29 -12.20
N4 -23.18 27.12 -11.11
C11 -24.07 28.11 -11.84
C12 -24.19 29.30 -10.92
C13 -23.19 29.18 -9.72
C14 -22.28 28.02 -10.19
C15 -24.16 26.18 -10.37
H17 -21.13 22.65 -12.48
H18 -20.87 23.15 -14.17
H19 -22.36 23.60 -13.21
H20 -20.16 25.24 -13.25
H21 -19.58 24.34 -11.90
H22 -20.60 26.12 -11.13
H23 -21.80 24.75 -10.80
H24 -23.07 25.67 -12.78
H25 -22.03 27.02 -12.92
H26 -25.01 27.67 -12.17
H27 -23.70 28.48 -12.80
H28 -25.18 29.71 -10.72
H29 -23.91 30.19 -11.48
H30 -23.78 29.06 -8.81
H31 -22.61 30.09 -9.57
H32 -21.71 27.43 -9.48
H33 -21.52 28.32 -10.92
H34 -23.55 25.60 -9.68
H35 -24.68 25.50 -11.05
H36 -24.95 26.71 -9.84
C16 -16.19 24.30 -10.30
C17 -17.11 25.37 -9.72
C18 -16.66 26.86 -10.08
C19 -15.25 27.13 -9.56
N5 -14.58 28.52 -9.82
C20 -13.89 28.69 -11.20
C21 -12.59 27.88 -11.09
C22 -12.15 27.87 -9.64
C23 -13.32 28.70 -9.01
C24 -15.62 29.65 -9.64
H37 -15.34 24.16 -9.62
H38 -16.07 24.52 -11.36
H39 -16.64 23.31 -10.41
H40 -17.24 25.16 -8.66
H41 -18.07 25.27 -10.23
H42 -17.41 27.49 -9.58
H43 -16.81 27.03 -11.15
H44 -14.45 26.41 -9.71
H45 -15.50 27.19 -8.50
H46 -13.60 29.74 -11.18
H47 -14.65 28.56 -11.96
H48 -11.85 28.12 -11.85
H49 -12.98 26.91 -11.41
H50 -11.13 28.09 -9.30
H51 -12.30 26.91 -9.15
H52 -13.14 29.77 -8.99
H53 -13.52 28.54 -7.95
H54 -16.15 29.40 -8.71
H55 -16.32 29.62 -10.48
H56 -14.95 30.51 -9.61
O7 -24.30 23.59 -8.63
C25 -23.47 22.76 -9.21
O8 -22.58 22.19 -8.48
O9 -23.74 22.52 -10.42
H57 -24.92 23.67 -9.36
O10 -24.86 17.39 -9.62
C26 -24.44 16.37 -8.93
O11 -25.16 15.45 -8.64
O12 -23.31 16.45 -8.49
H58 -23.92 17.56 -9.51
O13 -17.81 23.16 -5.35
C27 -17.99 22.00 -6.00
O14 -16.95 21.48 -6.41
O15 -19.10 21.55 -6.27
H59 -16.87 23.02 -5.48
O16 -20.53 25.67 -8.04
C28 -20.54 24.34 -7.71
O17 -21.06 23.80 -6.74
O18 -20.06 23.47 -8.47
H60 -20.17 25.65 -8.93
O19 -23.69 21.46 -4.63
C29 -22.69 20.69 -4.97
O20 -21.97 20.93 -5.96
O21 -22.36 19.85 -4.08
H61 -24.11 20.96 -3.93

Summary:
- multiplicity = 7
- total charge = +2
- ⟨S²⟩ = 12.014
- electronic energy (eV) = -142980.61938
- orbital gap (alpha / beta) (Ha) = 0.229 / 0.093
- LUMO (alpha / beta) (eV) = -4.49 / -8.20



A 8-piece molecular cluster, C29H61N3O13 overall in a non-equilibrium geometry. Source: the OMol25 dataset; level of theory: the ωB97M-V functional and the def2-TZVPD basis.

Atoms and positions in Å:
C1 12.94 -29.48 -23.23
O1 12.76 -30.68 -23.07
N1 12.11 -28.50 -22.79
C2 12.43 -27.10 -23.17
C3 10.98 -28.71 -21.82
H1 13.83 -29.01 -23.67
H2 13.36 -27.06 -23.74
H3 12.50 -26.37 -22.37
H4 11.67 -26.70 -23.85
H5 10.14 -28.12 -22.19
H6 10.63 -29.74 -21.77
H7 11.24 -28.40 -20.81
C4 9.72 -24.15 -26.58
O2 10.06 -23.04 -26.33
N2 9.46 -25.08 -25.68
C5 8.82 -26.36 -26.08
C6 9.64 -24.91 -24.24
H8 9.54 -24.52 -27.60
H9 9.54 -27.17 -25.92
H10 8.44 -26.35 -27.11
H11 7.98 -26.63 -25.44
H12 10.45 -24.27 -23.92
H13 8.62 -24.64 -23.98
H14 9.80 -25.86 -23.73
C7 10.41 -24.32 -20.53
O3 10.83 -25.05 -21.44
N3 10.34 -24.71 -19.26
C8 10.88 -26.07 -18.89
C9 9.41 -24.14 -18.35
H15 9.99 -23.31 -20.65
H16 11.90 -26.04 -19.27
H17 10.25 -26.87 -19.29
H18 10.89 -26.00 -17.80
H19 9.21 -23.09 -18.58
H20 8.47 -24.69 -18.46
H21 9.68 -24.12 -17.29
O4 10.57 -17.63 -17.99
C10 9.50 -18.15 -18.34
O5 8.29 -17.81 -17.92
C11 8.18 -16.61 -17.12
C12 6.69 -16.07 -17.12
C13 9.53 -19.35 -19.26
H22 8.85 -15.85 -17.52
H23 8.48 -16.84 -16.10
H24 6.44 -15.09 -16.70
H25 6.03 -16.83 -16.72
H26 6.46 -15.77 -18.15
H27 10.43 -19.31 -19.87
H28 8.62 -19.26 -19.85
H29 9.49 -20.24 -18.62
O6 16.07 -26.09 -22.40
C14 16.20 -26.27 -21.19
O7 17.13 -27.11 -20.61
C15 18.22 -27.55 -21.34
C16 19.09 -28.46 -20.48
C17 15.25 -25.68 -20.09
H30 18.90 -26.76 -21.66
H31 17.99 -28.08 -22.26
H32 18.58 -29.26 -19.94
H33 19.61 -27.75 -19.83
H34 19.86 -28.91 -21.11
H35 15.86 -25.01 -19.48
H36 14.69 -26.40 -19.50
H37 14.58 -24.98 -20.59
O8 5.00 -30.40 -18.70
C18 4.68 -29.23 -18.56
O9 5.36 -28.35 -17.86
C19 6.43 -28.67 -17.03
C20 7.74 -28.96 -17.69
C21 3.48 -28.68 -19.30
H38 6.05 -29.58 -16.56
H39 6.45 -27.93 -16.23
H40 7.67 -29.86 -18.29
H41 8.55 -29.07 -16.97
H42 8.01 -28.11 -18.32
H43 3.46 -27.59 -19.29
H44 2.58 -28.98 -18.76
H45 3.30 -28.81 -20.36
O10 6.75 -21.72 -25.49
C22 6.32 -22.81 -24.98
O11 6.10 -23.09 -23.72
C23 6.38 -22.22 -22.67
C24 7.78 -22.33 -22.16
C25 6.10 -24.00 -25.94
H46 5.63 -22.41 -21.90
H47 6.20 -21.17 -22.89
H48 8.00 -21.75 -21.26
H49 8.48 -22.01 -22.93
H50 8.13 -23.35 -21.97
H51 6.23 -24.91 -25.34
H52 6.83 -24.05 -26.74
H53 5.13 -23.97 -26.42
O12 4.54 -27.06 -23.59
C26 5.58 -27.75 -23.50
O13 6.73 -27.34 -23.07
C27 6.88 -26.24 -22.23
C28 7.04 -26.70 -20.72
C29 5.63 -29.10 -24.24
H54 6.02 -25.57 -22.29
H55 7.67 -25.70 -22.75
H56 7.89 -27.35 -20.55
H57 6.14 -27.21 -20.36
H58 7.07 -25.80 -20.10
H59 5.10 -29.07 -25.20
H60 5.23 -29.91 -23.63
H61 6.67 -29.36 -24.45

Summary:
- structure (SMILES) = CCOC(C)=O.CCOC(C)=O.CCOC(C)=O.CCOC(C)=O.CCOC(C)=O.CN(C)C=O.CN(C)C=O.CN(C)C=O
- relative energy (zero: lowest compared OMol25 entry of this formula, charge and spin) (eV) = 3.7468
- electronic energy (eV) = -62148.36353
- orbital gap (Ha) = 0.336
- LUMO (eV) = 0.04



A 10-piece molecular cluster, C29H62N2O28S4 overall in a non-equilibrium geometry. Source: the OMol25 dataset; level of theory: the ωB97M-V functional and the def2-TZVPD basis.

Atoms and positions in Å:
C1 26.22 2.66 6.39
N1 27.05 3.69 5.70
C2 26.94 4.99 6.48
C3 28.44 3.22 5.96
C4 26.65 3.97 4.29
C5 26.54 2.84 3.27
O1 26.19 3.15 2.04
H1 26.47 1.60 6.14
H2 25.16 2.95 6.43
H3 26.74 2.53 7.32
H4 27.15 4.76 7.76
H5 25.90 5.43 6.31
H6 27.48 5.73 6.18
H7 29.23 3.93 5.53
H8 28.72 2.37 5.24
H9 28.86 2.87 6.88
H10 27.45 4.76 4.17
H11 25.53 4.55 4.28
H12 26.03 1.99 3.72
H13 27.52 2.31 3.47
H14 26.05 2.24 1.53
N2 24.20 7.14 4.32
O2 25.43 7.32 4.09
O3 23.87 6.11 5.11
O4 23.32 7.56 3.52
O5 20.59 2.63 5.10
S1 21.88 2.32 4.63
O6 22.88 2.01 5.63
O7 21.51 0.88 3.88
C6 21.01 -0.14 4.60
C7 20.42 -1.29 3.83
C8 22.34 3.53 3.44
H15 20.01 0.41 5.13
H16 21.52 -0.69 5.36
H17 20.10 -1.91 4.43
H18 21.16 -1.83 3.23
H19 19.51 -1.16 3.13
H20 23.36 3.12 2.97
H21 22.57 4.51 3.88
H22 21.61 3.43 2.71
O8 31.11 7.15 1.62
S2 31.41 6.79 2.98
O9 30.42 6.39 3.94
O10 32.44 5.45 2.86
C9 32.72 4.94 4.16
C10 33.59 3.79 3.83
C11 32.37 8.07 3.62
H23 31.72 4.71 4.67
H24 33.39 5.76 4.75
H25 34.31 4.27 3.07
H26 33.20 2.83 3.31
H27 34.28 3.13 4.48
H28 33.01 8.46 3.00
H29 33.14 7.95 4.48
H30 31.90 9.02 3.84
O11 28.11 4.85 10.41
S3 28.40 4.33 11.74
O12 27.93 3.04 12.18
O13 30.10 4.14 11.82
C12 30.63 3.66 10.61
C13 32.16 3.42 10.72
C14 27.97 5.52 12.95
H31 30.39 4.25 9.97
H32 30.03 2.88 10.32
H33 32.53 3.33 9.71
H34 32.44 2.45 11.15
H35 32.69 4.34 11.17
H36 26.91 5.48 12.95
H37 28.16 6.40 12.48
H38 28.62 5.15 13.92
O14 30.30 2.63 3.60
S4 30.42 2.42 2.12
O15 31.58 2.00 1.42
O16 29.41 1.22 1.82
C15 29.71 0.02 2.56
C16 28.72 -1.10 2.20
C17 29.68 3.69 1.21
H39 29.68 0.24 3.50
H40 30.74 -0.35 2.22
H41 29.01 -1.80 2.87
H42 28.97 -1.31 1.32
H43 27.68 -0.77 2.09
H44 29.44 4.48 2.04
H45 28.87 3.59 0.66
H46 30.36 4.24 0.70
C18 25.64 6.29 0.81
C19 27.05 6.21 1.41
O17 27.75 7.20 0.68
C20 27.09 7.71 -0.30
O18 27.51 8.47 -1.10
O19 25.86 7.19 -0.32
H47 24.85 6.80 1.53
H48 25.06 5.26 0.52
H49 27.53 5.24 1.16
H50 27.17 6.26 2.54
C21 29.77 7.40 8.34
C22 31.14 7.88 7.93
O20 31.85 6.89 7.34
C23 31.15 5.81 7.45
O21 31.54 4.74 7.07
O22 29.91 6.05 8.01
H51 28.96 7.71 7.86
H52 29.61 7.46 9.41
H53 31.77 8.47 8.74
H54 31.08 8.64 7.20
C24 22.19 4.93 8.20
C25 21.32 4.25 9.17
O23 22.07 3.03 9.51
C26 23.15 2.95 8.77
O24 23.94 2.04 8.89
O25 23.34 4.06 8.06
H55 22.44 5.92 8.60
H56 21.84 5.06 7.15
H57 20.46 4.04 8.81
H58 21.00 4.82 10.14
C27 25.68 9.02 7.03
C28 24.29 9.05 7.79
O26 24.58 8.24 8.97
C29 25.80 7.95 8.94
O27 26.35 7.35 9.92
O28 26.53 8.47 7.92
H59 26.10 9.76 6.54
H60 25.61 8.38 6.23
H61 23.50 8.60 7.31
H62 24.05 10.15 8.11

Summary:
- relative energy (zero: lowest compared OMol25 entry of this formula, charge and spin) (eV) = 1.9307
- electronic energy (eV) = -134707.46592
- orbital gap (Ha) = 0.321
- LUMO (eV) = -0.21



A 4-piece molecular cluster, C29H62N3O5P overall in a non-equilibrium geometry. Source: the OMol25 dataset; level of theory: the ωB97M-V functional and the def2-TZVPD basis.

Atoms and positions in Å:
C1 -3.18 -1.94 -0.68
C2 -2.39 -0.72 -0.15
C3 -0.91 -0.75 -0.50
C4 -0.69 -0.99 -1.99
O1 -0.30 0.54 -0.24
P1 0.07 0.87 1.25
O2 -0.57 0.05 2.28
O3 1.66 0.78 1.32
O4 -0.29 2.41 1.33
C5 0.75 3.36 1.60
O5 0.22 4.65 1.67
C6 -0.94 4.71 2.46
C7 -0.83 4.63 3.84
C8 -1.97 4.70 4.62
C9 -3.22 4.88 4.03
C10 -3.30 4.98 2.65
C11 -2.17 4.90 1.85
H1 -3.85 -2.32 0.08
H2 -2.55 -2.77 -0.98
H3 -3.81 -1.64 -1.51
H4 -2.56 -0.64 0.91
H5 -2.79 0.17 -0.62
H6 -0.39 -1.54 0.04
H7 0.36 -0.82 -2.21
H8 -0.95 -1.99 -2.29
H9 -1.26 -0.23 -2.52
H10 1.85 0.23 2.08
H11 1.24 3.11 2.54
H12 1.46 3.35 0.78
H13 0.14 4.50 4.29
H14 -1.88 4.64 5.70
H15 -4.10 4.93 4.64
H16 -4.26 5.12 2.18
H17 -2.22 4.97 0.78
C12 7.38 3.71 2.16
C13 5.93 4.11 1.90
N1 5.55 5.34 2.56
C14 4.12 5.58 2.55
C15 3.41 5.79 1.21
C16 6.39 6.49 2.25
C17 6.53 6.92 0.78
H18 7.58 3.66 3.23
H19 7.57 2.72 1.73
H20 8.08 4.40 1.70
H21 5.29 3.32 2.30
H22 5.76 4.13 0.82
H23 3.91 6.44 3.20
H24 3.65 4.73 3.05
H25 3.62 6.77 0.79
H26 2.34 5.73 1.35
H27 3.70 5.04 0.47
H28 7.39 6.30 2.65
H29 6.02 7.34 2.84
H30 6.70 6.06 0.13
H31 7.39 7.58 0.68
H32 5.66 7.46 0.43
C18 -1.34 -3.83 2.54
C19 -2.75 -4.10 3.04
N2 -3.46 -5.09 2.25
C20 -4.88 -5.13 2.53
C21 -5.33 -5.57 3.93
C22 -2.80 -6.37 2.11
C23 -2.44 -7.15 3.38
H33 -1.34 -3.54 1.49
H34 -0.90 -3.01 3.11
H35 -0.69 -4.70 2.67
H36 -3.30 -3.16 2.98
H37 -2.71 -4.36 4.11
H38 -5.36 -5.78 1.79
H39 -5.29 -4.13 2.34
H40 -5.22 -6.65 4.08
H41 -6.39 -5.34 4.06
H42 -4.79 -5.06 4.72
H43 -1.88 -6.21 1.54
H44 -3.41 -7.00 1.46
H45 -2.00 -6.50 4.15
H46 -1.71 -7.92 3.15
H47 -3.31 -7.64 3.82
C24 0.33 -4.44 -4.99
C25 -0.74 -3.49 -5.51
N3 -0.23 -2.18 -5.86
C26 -1.28 -1.20 -6.08
C27 -2.23 -1.42 -7.27
C28 0.87 -2.16 -6.81
C29 0.65 -2.80 -8.18
H48 0.87 -3.99 -4.15
H49 -0.12 -5.37 -4.65
H50 1.06 -4.70 -5.76
H51 -1.49 -3.36 -4.72
H52 -1.27 -3.98 -6.35
H53 -0.82 -0.21 -6.18
H54 -1.88 -1.15 -5.17
H55 -1.75 -1.20 -8.22
H56 -3.09 -0.75 -7.18
H57 -2.61 -2.44 -7.30
H58 1.72 -2.65 -6.34
H59 1.18 -1.12 -6.94
H60 0.15 -3.77 -8.11
H61 1.61 -2.97 -8.67
H62 0.07 -2.16 -8.85

Summary:
- structure (SMILES) = CC[C@@H](C)O[P@@](=O)(O)OCOc1ccccc1.CCN(CC)CC.CCN(CC)CC.CCN(CC)CC
- electronic energy (eV) = -55077.31036
- orbital gap (Ha) = 0.316
- LUMO (eV) = 0.56



- Look up the electronic energy of the third one.
  -134707.46592 eV